C30H32CrF4N5OS as an isolated structure, computed with ωB97M-V/def2-TZVPD.

Values from the calculation:
Max |F| ... 0.12 eV Å⁻¹
Total charge ... +2
E_LUMO (spin up / spin down) ... -6.7 / -6.0 eV
ΔE to the lowest compared entry with this formula, charge and spin ... 0.000 eV
Spin multiplicity ... 4
M ... 638.7 u

Atoms and positions in Å:
Cr (-0.0687, -0.5343, 0.3821)
S (0.4186, 0.4913, 3.3211)
F (2.0719, -0.7672, 0.0760)
F (4.3187, 4.0996, 0.7542)
F (1.6882, 3.9077, 0.5026)
F (4.7810, -0.5663, 0.3626)
O (-1.2755, -7.4624, 0.8425)
N (-2.0002, 0.2622, 0.0565)
N (-0.2327, -2.6808, 0.1742)
N (0.1206, -0.7454, 2.3065)
N (0.4815, 1.2438, 0.0667)
N (0.2673, -7.6681, -0.8120)
C (-2.5332, 0.4464, 6.7431)
C (-2.7997, -0.5237, -0.9406)
C (-2.8016, 0.5098, 1.3014)
C (-1.7482, 1.6111, -0.5626)
C (2.0870, -0.8720, 5.0641)
C (3.3350, -1.1109, 5.6131)
C (-0.3743, -5.4627, 0.0121)
C (-1.4642, -4.7165, 0.4425)
C (0.7849, -4.7881, -0.3366)
C (-1.9293, 1.6268, 6.3346)
C (1.8218, 1.5487, 0.2535)
C (4.4257, -0.3353, 5.2335)
C (-1.3696, -0.7764, 5.0287)
C (-0.7688, 0.4118, 4.6346)
C (-1.0419, 1.6175, 5.2681)
C (4.0546, 0.5448, 0.3855)
C (-0.5115, -6.9727, 0.0433)
C (3.8029, 2.8924, 0.5787)
C (-1.3575, -3.3467, 0.4996)
C (2.6919, 0.4664, 0.2471)
C (-0.5444, 2.2785, 0.0544)
C (4.2797, 0.6831, 4.3037)
C (2.4222, 2.7931, 0.4430)
C (4.6361, 1.7888, 0.5517)
C (-2.2586, -0.7509, 6.0915)
C (-3.2417, -0.7056, 2.0911)
C (3.0373, 0.9301, 3.7377)
C (-1.9595, -1.0480, -2.1035)
C (1.9593, 0.1442, 4.1226)
C (0.8192, -3.4083, -0.2378)
H (-1.6068, -2.0620, -1.9274)
H (-2.7351, -1.6668, 6.4135)
H (-1.0922, -0.4124, -2.3099)
H (-0.2574, 3.1296, -0.5617)
H (5.1276, 1.2951, 4.0281)
H (1.6761, -5.3124, -0.6530)
H (-1.1653, -1.7103, 4.5197)
H (5.7062, 1.8987, 0.6555)
H (-2.1513, 2.5561, 6.8406)
H (-3.5973, 0.1323, -1.2991)
H (0.2878, -1.6591, 2.7168)
H (-3.6823, 1.0830, 0.9960)
H (-2.1948, -2.7505, 0.8294)
H (-1.5528, 1.4570, -1.6213)
H (-2.3946, -1.3174, 2.3945)
H (-0.5691, 2.5349, 4.9385)
H (1.2319, -1.4511, 5.3860)
H (-0.7425, 2.6621, 1.0615)
H (-2.6533, 2.2147, -0.4699)
H (-2.2024, 1.1659, 1.9357)
H (3.4560, -1.8930, 6.3497)
H (0.1550, -8.6701, -0.8299)
H (-3.7263, -0.3556, 3.0024)
H (1.7222, -2.8772, -0.4966)
H (0.7291, -7.2348, -1.5916)
H (-3.9721, -1.3141, 1.5595)
H (-3.2859, -1.3461, -0.4233)
H (-3.2261, 0.4577, 7.5733)
H (-2.3728, -5.2186, 0.7450)
H (2.9059, 1.7292, 3.0186)
H (5.3937, -0.5209, 5.6787)
H (-2.5440, -1.0643, -3.0218)

---

An isolated ion of composition C30H32N3O4 and charge +1 in a non-equilibrium geometry, computed with ωB97M-V/def2-TZVPD.

Values from the calculation:
Max |F| ... 2.06 eV Å⁻¹
Total charge ... +1
E_LUMO ... -3.7 eV
Spin multiplicity ... 1
SMILES string ... CCOC(=O)[C@@H](C(c1cn(C)c2ccc(OC)cc12)c1cn(C)c2ccc(OC)cc12)[n+]1ccccc1
M ... 498.6 u

Atoms and positions in Å:
O (0.6377, -2.1530, -1.9046)
O (2.3412, -2.0895, -0.4403)
O (-1.0719, -5.1251, 0.6815)
O (0.7736, 2.9190, 5.1484)
N (2.4962, 0.7671, -1.1327)
N (-3.1391, -0.4937, -1.2355)
N (-0.0662, 3.9672, -0.1510)
C (-1.5540, -1.6636, -0.0966)
C (0.6504, 2.1123, 2.8371)
C (3.6404, 0.3569, -0.5228)
C (-3.1079, -4.0300, -0.0838)
C (-1.7891, -3.9891, 0.4450)
C (1.4835, -1.5045, -1.0909)
C (0.2537, 0.2908, 0.0624)
C (-1.7449, -6.4010, 0.6080)
C (0.3999, 2.4920, 1.5226)
C (-2.8373, -1.7444, -0.7250)
C (0.1182, 1.7654, 0.3013)
C (0.5366, 1.5940, 5.6548)
C (3.6335, 2.7532, -1.8582)
C (4.8496, 2.2621, -1.3684)
C (0.3054, 3.8749, 1.1805)
C (-0.2546, 5.1862, -0.8994)
C (0.7461, 3.1451, 3.8090)
C (0.4972, 4.8852, 2.1063)
C (-0.1901, -4.1393, -2.8213)
C (-3.6124, -2.8982, -0.7255)
C (-1.0724, -2.7704, 0.5720)
C (-2.1055, 0.3721, -0.9491)
C (2.5121, 1.9471, -1.8162)
C (-4.4130, -0.1201, -1.8131)
C (-0.1828, 2.6991, -0.6720)
C (4.8410, 1.0237, -0.7294)
C (-1.1002, -0.2933, -0.2741)
C (1.2023, -0.0206, -1.0804)
C (0.9363, -3.5759, -2.0074)
C (0.7414, 4.5155, 3.4221)
H (5.7586, 0.5609, -0.3756)
H (-0.4648, 1.2384, 5.3790)
H (0.6879, 1.0507, 3.1070)
H (0.4577, 5.9243, 1.8000)
H (-2.1690, 1.4172, -1.2337)
H (-3.6929, -4.9525, -0.0578)
H (1.3004, 0.8953, 5.2922)
H (-0.1338, 6.0290, -0.2179)
H (0.4763, 5.2618, -1.7146)
H (0.6278, -0.1707, 0.9879)
H (-2.6296, -6.4198, 1.2589)
H (-4.2391, 0.5351, -2.6744)
H (1.9077, -3.6606, -2.5152)
H (-2.0359, -6.6297, -0.4272)
H (1.5581, 2.2631, -2.2417)
H (3.5863, -0.5483, 0.0675)
H (0.6130, 1.7194, 6.7342)
H (3.5284, 3.7532, -2.2895)
H (-1.1285, -3.6086, -2.6413)
H (-4.5867, -2.8957, -1.2137)
H (-5.0294, 0.4249, -1.0810)
H (0.0664, -4.0519, -3.8794)
H (5.7642, 2.8368, -1.5009)
H (0.9932, -4.0164, -1.0034)
H (-0.1345, -2.7510, 1.1288)
H (0.8788, 5.2560, 4.2007)
H (-0.3430, -5.1986, -2.6068)
H (-0.9954, -7.1105, 0.9576)
H (-4.9368, -1.0325, -2.1188)
H (-0.4653, 2.5310, -1.7120)
H (-1.2578, 5.2107, -1.3390)
H (0.6829, 0.2223, -2.0231)